No. 1
{"formula": "C7H16NO2P", "method": "the ωB97M-V functional and the def2-TZVPD basis", "elements": ["C", "C", "C", "C", "C", "C", "C", "N", "O", "O", "P", "H", "H", "H", "H", "H", "H", "H", "H", "H", "H", "H", "H", "H", "H", "H", "H"], "coordinates": [[1.22, 0.61, -0.02], [-2.85, 1.42, 0.79], [-3.30, -0.89, -0.19], [2.63, -0.87, 1.35], [2.78, -0.84, -1.30], [-2.76, 0.54, -0.47], [2.59, -0.03, 0.02], [-1.39, 0.46, -0.89], [1.11, 1.77, -0.32], [3.65, 0.91, 0.07], [-0.26, -0.42, 0.34], [-2.14, 1.17, 1.56], [-2.92, 2.38, 0.45], [-3.79, 1.04, 1.24], [-2.64, -1.36, 0.57], [-3.23, -1.47, -1.08], [-4.36, -1.04, 0.32], [3.48, -1.61, 1.27], [1.66, -1.31, 1.48], [2.92, -0.20, 2.23], [2.12, -0.27, -1.98], [2.54, -1.94, -1.12], [3.97, -0.66, -1.45], [-3.24, 1.03, -1.39], [-1.07, 1.47, -0.99], [3.19, 1.83, -0.06], [0.07, -1.70, -0.42]], "mulliken_charge": [0.31, -1.33, -1.30, -1.34, -1.22, 0.29, 1.13, -0.49, -0.61, -0.63, -0.09, 0.38, 0.43, 0.35, 0.32, 0.39, 0.31, 0.33, 0.43, 0.28, 0.33, 0.28, 0.35, 0.36, 0.27, 0.37, 0.08], "molar_mass_g_mol": 177.18, "largest_force_ev_per_a": 4.131, "total_energy_ha": -822.82059, "homo_ev": -8.63, "gap_ha": 0.338, "de_lowest_kcal_mol": 67.24, "smiles": "CC(C)NPC(=O)C(C)(C)O"}

No. 2
{"formula": "C7H16NOS", "method": "the ωB97M-V functional and the def2-TZVPD basis", "elements": ["C", "C", "O", "N", "C", "C", "C", "C", "C", "S", "H", "H", "H", "H", "H", "H", "H", "H", "H", "H", "H", "H", "H", "H", "H", "H"], "coordinates": [[3.73, -0.41, 0.13], [2.52, -0.73, -0.70], [2.66, -1.11, -1.81], [1.19, -0.52, -0.20], [1.19, -0.02, 1.18], [0.54, 0.43, -1.13], [-0.74, 1.01, -0.62], [-1.84, -0.05, -0.47], [-2.85, 0.44, 0.58], [-3.94, -0.94, 1.09], [4.59, -0.55, -0.48], [3.70, 0.61, 0.48], [3.80, -1.02, 1.02], [1.75, -0.67, 1.83], [1.58, 0.99, 1.22], [0.20, 0.02, 1.59], [1.23, 1.22, -1.42], [0.34, -0.11, -2.04], [-0.64, 1.55, 0.31], [-1.07, 1.74, -1.34], [-1.45, -1.02, -0.20], [-2.38, -0.07, -1.40], [-2.37, 0.86, 1.45], [-3.49, 1.18, 0.14], [-4.97, -0.82, 0.22], [-3.29, -2.01, 0.59]], "mulliken_charge": [-1.25, 0.76, -0.53, 0.03, -1.17, -0.91, -1.13, -0.80, -0.55, -0.03, 0.35, 0.34, 0.38, 0.40, 0.45, 0.21, 0.51, 0.38, 0.53, 0.47, 0.64, 0.41, 0.49, 0.43, 0.30, 0.31], "molar_mass_g_mol": 162.28, "largest_force_ev_per_a": 2.394, "total_energy_ha": -804.18630, "homo_ev": -12.16, "total_charge": 1, "gap_ha": 0.297, "de_lowest_kcal_mol": 4.66}

No. 3
{"formula": "C7H16NiO13S4", "method": "the ωB97M-V functional and the def2-TZVPD basis", "elements": ["Ni", "S", "O", "O", "O", "O", "S", "O", "O", "O", "O", "C", "C", "O", "C", "O", "O", "H", "H", "H", "H", "C", "S", "O", "C", "H", "H", "H", "H", "H", "H", "C", "S", "O", "C", "H", "H", "H", "H", "H", "H"], "coordinates": [[4.27, 3.60, -25.86], [6.74, 2.70, -26.16], [5.63, 2.39, -25.24], [7.26, 1.54, -26.96], [6.07, 3.70, -26.92], [7.94, 3.22, -25.53], [3.91, 6.03, -25.44], [4.61, 5.18, -24.49], [2.91, 6.85, -24.79], [4.68, 7.09, -26.10], [3.29, 5.13, -26.44], [4.65, 4.50, -29.51], [5.76, 5.51, -29.84], [5.10, 6.23, -30.91], [3.82, 5.87, -31.10], [3.05, 6.56, -31.68], [3.65, 4.68, -30.50], [4.24, 4.59, -28.51], [4.97, 3.46, -29.56], [6.69, 5.04, -30.16], [5.94, 6.13, -28.97], [4.80, 0.90, -29.01], [3.83, 0.93, -27.42], [3.48, 2.42, -27.30], [2.25, 0.18, -28.04], [4.29, 1.19, -29.93], [5.35, -0.04, -29.01], [5.51, 1.72, -28.91], [1.62, 0.91, -28.54], [1.71, -0.14, -27.15], [2.35, -0.74, -28.63], [0.25, 4.05, -24.15], [1.13, 2.49, -24.77], [2.59, 2.74, -24.93], [1.00, 1.46, -23.24], [0.73, 4.40, -23.23], [-0.75, 3.71, -23.88], [0.46, 4.88, -24.82], [0.17, 0.75, -23.25], [0.92, 1.98, -22.29], [1.90, 0.85, -23.30]], "mulliken_charge": [1.17, 1.34, -0.71, -0.73, -0.60, -0.73, 1.43, -0.62, -0.54, -0.45, -0.69, 1.11, -0.12, -0.41, 0.63, -0.57, -0.39, -0.20, -0.55, 0.31, 0.20, -1.03, 0.51, -0.33, -1.01, 0.45, 0.42, 0.26, 0.29, 0.31, 0.43, -1.08, 0.41, -0.55, -1.01, 0.33, 0.40, 0.33, 0.38, 0.31, 0.34], "molar_mass_g_mol": 495.15, "largest_force_ev_per_a": 6.649, "total_energy_ha": -4355.49772, "homo_ev": [-4.65, -4.63], "total_charge": -1, "gap_ha": [0.236, 0.148], "s2": 3.76, "multiplicity": 4}

No. 4
{"formula": "C7H16O", "method": "the ωB97M-V functional and the def2-TZVPD basis", "elements": ["C", "C", "C", "C", "C", "C", "C", "H", "H", "H", "H", "H", "H", "H", "H", "H", "H", "H", "H", "H", "H", "H", "H", "O"], "coordinates": [[2.48, -1.32, 0.51], [1.11, -1.47, -0.09], [0.02, -1.39, 0.97], [-0.26, 0.01, 1.57], [-1.39, 2.92, -0.82], [-1.34, 1.78, 0.17], [-0.25, 1.12, 0.55], [2.78, -2.22, 1.05], [3.26, -1.16, -0.25], [2.55, -0.41, 1.12], [0.90, -0.74, -0.89], [1.04, -2.43, -0.61], [0.25, -2.09, 1.77], [-0.93, -1.74, 0.59], [-1.25, -0.02, 2.01], [0.46, 0.26, 2.35], [-0.42, 3.02, -1.30], [-1.64, 3.86, -0.33], [-2.13, 2.70, -1.60], [-2.26, 1.50, 0.66], [0.72, 1.31, 0.09], [-0.58, -1.43, -2.14], [-1.64, -0.61, -2.90], [-1.49, -1.46, -2.45]], "mulliken_charge": [-1.39, -0.35, -0.58, -0.77, -1.19, -0.16, -0.11, 0.36, 0.34, 0.31, 0.25, 0.37, 0.34, 0.34, 0.33, 0.38, 0.31, 0.33, 0.30, 0.30, 0.29, 0.33, 0.31, -0.64], "molar_mass_g_mol": 116.20, "largest_force_ev_per_a": 1.362, "total_energy_ha": -351.52422, "homo_ev": -9.27, "gap_ha": 0.373, "de_lowest_kcal_mol": 18.66, "smiles": "C/C=C/CCCC.O"}

No. 5
{"formula": "C7H16O", "method": "the ωB97M-V functional and the def2-TZVPD basis", "elements": ["C", "C", "C", "C", "C", "C", "C", "H", "H", "H", "H", "H", "H", "H", "H", "H", "H", "H", "H", "H", "H", "H", "H", "O"], "coordinates": [[-2.69, 0.61, -0.02], [-1.94, -0.73, 0.23], [-0.64, -0.76, -0.67], [0.58, -0.10, -0.01], [2.72, -3.10, 1.36], [1.62, -2.28, 0.71], [1.68, -0.97, 0.47], [-2.84, 1.04, 0.97], [-2.09, 1.28, -0.64], [-3.50, 0.41, -0.71], [-1.66, -0.86, 1.27], [-2.41, -1.62, -0.20], [-0.88, -0.22, -1.60], [-0.42, -1.78, -0.98], [1.03, 0.80, -0.44], [0.14, 0.40, 0.88], [3.62, -2.98, 0.75], [2.43, -4.14, 1.25], [2.92, -2.74, 2.36], [0.67, -2.80, 0.56], [2.60, -0.43, 0.68], [-1.20, 5.24, -1.08], [-0.30, 5.46, -2.36], [-0.74, 5.89, -1.64]], "mulliken_charge": [-1.04, -0.51, -1.05, -0.56, -1.17, -0.13, -0.21, 0.34, 0.24, 0.35, 0.38, 0.28, 0.42, 0.52, 0.42, 0.26, 0.30, 0.33, 0.29, 0.23, 0.32, 0.32, 0.31, -0.64], "molar_mass_g_mol": 116.20, "largest_force_ev_per_a": 2.646, "total_energy_ha": -351.48831, "homo_ev": -8.98, "gap_ha": 0.352, "de_lowest_kcal_mol": 41.19, "smiles": "C/C=C/CCCC.O"}

No. 6
{"formula": "C7H16O2S2Si", "method": "the ωB97M-V functional and the def2-TZVPD basis", "elements": ["C", "C", "C", "C", "C", "C", "C", "O", "O", "Si", "S", "S", "H", "H", "H", "H", "H", "H", "H", "H", "H", "H", "H", "H", "H", "H", "H", "H"], "coordinates": [[-3.40, -0.20, 0.01], [-2.50, -1.42, 0.24], [-2.78, 1.00, 0.73], [-0.21, 0.02, 0.40], [1.58, -0.07, -1.96], [2.64, -1.31, 0.72], [2.17, 1.90, 0.45], [-0.31, -2.54, -0.31], [-1.47, 1.14, -1.62], [1.62, 0.14, -0.16], [-0.91, -1.28, -0.74], [-1.23, 1.51, -0.19], [-3.40, -0.17, -1.09], [-4.37, -0.43, 0.34], [-2.10, -1.53, 1.22], [-2.84, -2.35, -0.07], [-3.35, 1.93, 0.67], [-2.49, 0.77, 1.69], [-0.44, -0.15, 1.43], [2.39, 0.21, -2.54], [1.50, -1.12, -2.35], [0.55, 0.22, -2.31], [2.02, -1.91, 1.32], [3.15, -2.07, 0.11], [3.17, -0.78, 1.58], [2.92, 2.21, -0.32], [1.53, 2.71, 0.29], [2.67, 1.77, 1.44]], "mulliken_charge": [-0.53, -1.00, -0.84, -0.89, -1.24, -1.18, -1.16, -0.63, -0.60, 0.41, 0.48, 0.38, 0.32, 0.44, 0.41, 0.52, 0.40, 0.49, 0.92, 0.55, 0.35, 0.35, 0.41, 0.36, 0.28, 0.33, 0.45, 0.23], "molar_mass_g_mol": 224.42, "largest_force_ev_per_a": 4.020, "total_energy_ha": -1512.57123, "homo_ev": -8.55, "gap_ha": 0.333, "de_lowest_kcal_mol": 48.53}

No. 7
{"formula": "C7H16O3", "method": "the ωB97M-V functional and the def2-TZVPD basis", "elements": ["C", "C", "C", "C", "C", "O", "O", "H", "H", "H", "H", "H", "H", "H", "H", "H", "H", "C", "C", "O", "H", "H", "H", "H", "H", "H"], "coordinates": [[-0.58, -1.15, 0.57], [-0.06, -2.38, -0.17], [0.45, -0.66, 1.60], [-1.89, -1.49, 1.28], [-0.88, -0.01, -0.42], [-1.49, -0.47, -1.55], [-1.13, 1.14, -0.02], [-1.92, 0.29, -1.98], [0.86, -2.15, -0.71], [0.15, -3.18, 0.54], [-0.79, -2.73, -0.89], [1.43, -0.56, 1.15], [0.53, -1.37, 2.42], [0.13, 0.31, 2.00], [-2.29, -0.61, 1.78], [-2.64, -1.84, 0.56], [-1.73, -2.28, 2.01], [1.02, 2.10, -1.52], [1.49, 2.77, -0.26], [0.99, 0.51, -1.45], [1.76, 0.24, -0.93], [0.03, 2.42, -1.83], [1.72, 2.24, -2.35], [1.62, 3.83, -0.45], [0.76, 2.65, 0.55], [2.45, 2.37, 0.07]], "mulliken_charge": [1.84, -1.69, -1.61, -1.82, 0.59, -0.49, -0.66, 0.42, 0.32, 0.43, 0.37, 0.28, 0.46, 0.30, 0.40, 0.37, 0.44, -0.25, -0.97, -0.54, 0.25, 0.30, 0.35, 0.37, 0.23, 0.30], "molar_mass_g_mol": 148.20, "largest_force_ev_per_a": 3.779, "total_energy_ha": -502.02213, "homo_ev": -9.69, "gap_ha": 0.386, "de_lowest_kcal_mol": 13.11, "smiles": "CC(C)(C)C(=O)O.CCO"}

No. 8
{"formula": "C7H16O4", "method": "the ωB97M-V functional and the def2-TZVPD basis", "elements": ["O", "C", "C", "C", "C", "C", "C", "C", "H", "H", "H", "H", "H", "H", "H", "H", "H", "H", "H", "H", "O", "H", "H", "O", "H", "H", "O"], "coordinates": [[0.20, 0.56, -3.43], [-0.83, 0.79, -2.81], [-0.89, 1.78, -1.66], [-0.25, 1.13, -0.37], [0.20, -0.24, -0.37], [0.27, -1.18, 0.64], [0.59, -2.61, 0.36], [1.38, -2.91, -0.68], [-1.77, 0.28, -3.05], [-0.35, 2.72, -1.80], [-1.95, 1.95, -1.50], [0.61, 1.83, -0.12], [-1.02, 1.35, 0.40], [0.42, -0.63, -1.37], [0.41, -0.79, 1.65], [0.00, -3.31, 0.95], [1.58, -3.91, -1.06], [1.99, -2.17, -1.18], [1.00, 0.80, 4.02], [-0.33, 0.35, 3.28], [0.44, 0.07, 3.76], [1.98, 1.96, 1.52], [3.10, 1.10, 0.89], [2.62, 1.93, 0.78], [-2.91, -0.48, 1.11], [-3.16, 0.21, -0.22], [-3.33, -0.60, 0.24]], "mulliken_charge": [-0.54, 0.00, -0.72, -0.12, -0.22, -0.41, -0.40, -0.76, 0.31, 0.45, 0.21, 0.07, 0.14, 0.13, 0.26, 0.27, 0.28, 0.25, 0.29, 0.36, -0.72, 0.32, 0.31, -0.65, 0.34, 0.32, -0.77], "molar_mass_g_mol": 164.20, "largest_force_ev_per_a": 2.891, "total_energy_ha": -577.14766, "homo_ev": [0.39, -3.73], "total_charge": -1, "gap_ha": [0.096, 0.244], "s2": 0.76, "multiplicity": 2}